# 1
Below is a cluster of 3 separate species, C18H46NO14P3 in total, with properties calculated with wB97M-V/def2-TZVPD.

- Total charge: 0
- HOMO energy: -0.326 Eh
- SMILES: CO[P@@](=O)(O)OOCCNC[C@@H](C)O.CCOP(=O)(OCC)OCC.CCOP(=O)(OCC)OCC

Atoms and positions in Å:
C 1.747 1.141 -1.517
O 2.272 0.439 -0.390
P 3.721 -0.208 -0.568
O 3.572 -1.484 -1.271
O 4.663 0.757 -1.419
O 4.384 -0.414 0.875
O 5.411 0.560 1.179
C 4.778 1.800 1.504
C 5.671 2.637 2.440
N 4.887 3.645 3.128
C 4.706 4.916 2.435
C 3.265 5.235 2.056
C 2.723 4.496 0.838
O 2.418 5.038 3.188
H 2.410 1.945 -1.848
H 1.574 0.482 -2.370
H 0.800 1.595 -1.238
H 4.269 0.898 -2.288
H 3.808 1.637 1.973
H 4.677 2.368 0.575
H 6.222 1.994 3.127
H 6.411 3.115 1.798
H 4.005 3.280 3.459
H 5.029 5.712 3.115
H 5.334 5.007 1.547
H 3.232 6.304 1.811
H 2.451 3.461 1.055
H 1.800 4.992 0.522
H 3.398 4.536 -0.016
H 1.547 4.814 2.848
C -3.678 0.381 -5.531
C -3.118 1.680 -4.983
O -3.829 2.139 -3.827
P -3.662 1.344 -2.433
O -2.246 1.382 -2.035
O -4.361 2.436 -1.447
C -3.768 2.789 -0.196
C -3.111 4.150 -0.286
O -4.889 0.349 -2.481
C -6.266 0.722 -2.302
C -6.848 1.506 -3.455
H -3.544 -0.438 -4.821
H -3.174 0.112 -6.460
H -4.747 0.470 -5.723
H -2.058 1.571 -4.742
H -3.208 2.469 -5.729
H -3.053 2.032 0.124
H -4.572 2.809 0.543
H -2.446 4.205 -1.147
H -2.538 4.365 0.618
H -3.865 4.929 -0.412
H -6.409 1.239 -1.356
H -6.798 -0.225 -2.211
H -6.462 2.524 -3.482
H -7.931 1.561 -3.341
H -6.619 1.032 -4.408
C 2.069 -2.457 1.320
C 0.573 -2.426 1.558
O -0.024 -3.726 1.450
P 0.253 -4.816 2.600
O -0.242 -4.292 3.883
O -0.870 -5.926 2.189
C -1.699 -6.537 3.177
C -3.097 -5.956 3.130
O 1.488 -5.604 2.001
C 1.429 -6.524 0.900
C 1.192 -5.866 -0.439
H 2.582 -3.027 2.101
H 2.470 -1.448 1.318
H 2.304 -2.928 0.370
H 0.342 -1.998 2.537
H 0.090 -1.805 0.804
H -1.266 -6.430 4.170
H -1.731 -7.605 2.949
H -3.065 -4.867 3.160
H -3.695 -6.314 3.969
H -3.596 -6.239 2.202
H 0.707 -7.314 1.090
H 2.408 -7.005 0.890
H 0.165 -5.515 -0.535
H 1.374 -6.591 -1.234
H 1.855 -5.014 -0.583

=====

# 2
Below is a structure of composition C18H47Cl4NO16P3V, with properties calculated with wB97M-V/def2-TZVPD.

- Total charge: 0
- HOMO energy: -0.293 Eh

Atoms and positions in Å:
O 4.357 -5.751 12.122
V 3.741 -7.104 12.802
O 4.588 -8.278 12.235
C 4.685 -6.007 17.252
C 4.080 -5.988 15.831
O 4.499 -6.980 14.897
H 5.770 -5.907 17.279
H 4.440 -6.937 17.765
H 4.263 -5.253 17.915
H 4.422 -5.061 15.370
H 3.000 -5.855 15.773
C 7.939 -13.505 13.635
C 8.035 -12.275 12.775
O 8.340 -12.342 11.587
N 7.898 -11.082 13.414
C 8.100 -9.769 12.775
H 7.315 -14.184 13.054
H 7.561 -13.384 14.650
H 8.929 -13.937 13.778
H 7.911 -10.985 14.419
H 7.337 -9.074 13.126
H 7.988 -9.783 11.691
H 9.087 -9.388 13.039
C 4.262 -5.157 8.825
O 2.864 -5.491 8.710
P 2.141 -6.861 9.350
O 2.649 -7.233 10.702
O 0.538 -6.546 9.356
C -0.045 -5.569 10.233
O 2.325 -8.074 8.279
C 2.176 -7.841 6.870
H 4.917 -5.941 9.205
H 4.345 -4.388 9.594
H 4.667 -4.732 7.906
H -0.152 -4.692 9.595
H 0.549 -5.299 11.106
H -0.915 -5.964 10.759
H 2.129 -6.795 6.566
H 1.182 -8.215 6.625
H 2.948 -8.377 6.318
C -1.847 -4.336 14.019
O -0.794 -5.025 13.394
P 0.703 -4.792 13.934
O 1.709 -5.781 13.448
O 1.042 -3.247 13.637
C 2.307 -2.773 14.016
O 0.521 -4.843 15.565
C 0.061 -6.020 16.251
H -2.618 -5.028 14.357
H -2.387 -3.685 13.331
H -1.569 -3.702 14.861
H 2.750 -2.295 13.143
H 2.937 -3.527 14.489
H 2.108 -2.029 14.787
H 0.586 -6.241 17.180
H -0.073 -6.882 15.599
H -0.910 -5.846 16.715
C 0.897 -12.452 13.967
O 1.776 -11.305 13.735
P 1.167 -9.778 13.567
O 2.126 -8.716 13.221
O 0.348 -9.517 14.948
C 0.804 -10.126 16.102
O -0.058 -10.026 12.420
C -0.519 -8.963 11.549
H -0.150 -12.189 13.813
H 0.832 -13.009 14.901
H 1.032 -13.134 13.127
H 1.825 -10.505 16.053
H 0.087 -10.902 16.368
H 0.707 -9.385 16.895
H -0.509 -9.136 10.473
H -0.086 -7.990 11.782
H -1.564 -8.841 11.834
Cl 6.189 -10.250 8.076
C 5.456 -9.651 9.615
C 4.887 -10.880 10.391
Cl 3.624 -11.700 9.366
H 4.646 -8.973 9.347
H 6.156 -9.071 10.217
H 4.499 -10.653 11.384
H 5.607 -11.677 10.574
Cl 8.965 -5.550 14.525
C 7.302 -5.022 14.222
C 7.125 -4.153 12.930
Cl 7.451 -5.215 11.588
H 7.035 -4.382 15.063
H 6.647 -5.893 14.217
H 7.818 -3.331 12.754
H 6.136 -3.697 12.880

=====

# 3
Below is a structure of composition C18H47N3O12V, with properties calculated with wB97M-V/def2-TZVPD.

- Total charge: 0
- Spin multiplicity: 4
- HOMO energy (alpha / beta): -0.291 / -0.291 Eh

Atoms and positions in Å:
V -5.194 -0.733 -6.537
N -6.913 -1.438 -4.488
O -7.687 -1.698 -3.602
O -7.209 -0.950 -5.546
O -5.748 -1.554 -4.392
N -2.306 -2.385 -5.775
O -2.406 -3.440 -5.243
O -1.194 -2.000 -6.091
O -3.270 -1.671 -5.991
C -1.648 1.479 -6.973
C -0.236 1.939 -7.052
C -0.171 3.155 -6.070
C 1.233 3.451 -5.620
C 1.843 2.237 -4.967
C 1.940 0.960 -5.867
N 0.687 0.826 -6.606
O 0.515 -0.390 -7.308
C 3.113 1.136 -6.860
C 2.196 -0.198 -4.937
C 0.138 2.421 -8.476
H -1.903 1.213 -5.947
H -1.731 0.613 -7.630
H -2.329 2.265 -7.298
H -0.396 4.098 -6.568
H -0.905 3.149 -5.265
H 1.230 4.241 -4.869
H 1.737 3.726 -6.546
H 1.304 2.154 -4.023
H 2.871 2.521 -4.742
H 3.104 0.287 -7.543
H 2.993 2.053 -7.437
H 4.107 1.337 -6.462
H 1.287 -0.596 -4.485
H 2.504 -1.061 -5.529
H 2.946 0.028 -4.180
H 0.070 1.553 -9.132
H 1.108 2.905 -8.592
H -0.631 3.074 -8.890
H -0.065 -0.934 -6.771
C -1.848 -5.041 -1.345
C -2.366 -5.867 -2.541
O -3.376 -5.202 -3.219
H -2.740 -4.794 -0.769
H -1.436 -4.052 -1.545
H -1.080 -5.648 -0.865
H -2.673 -6.863 -2.225
H -1.535 -6.062 -3.218
H -2.981 -4.649 -3.898
C 0.799 -3.738 -3.748
C 1.082 -4.469 -5.078
O -0.002 -5.274 -5.442
H 1.463 -2.883 -3.621
H 1.024 -4.376 -2.893
H -0.215 -3.350 -3.649
H 1.970 -5.096 -4.994
H 1.205 -3.759 -5.895
H -0.723 -4.654 -5.311
C -2.053 -1.338 -9.556
C -3.634 -1.179 -9.434
O -3.939 -0.224 -8.402
H -1.725 -2.043 -10.320
H -1.709 -1.626 -8.562
H -1.641 -0.351 -9.764
H -4.003 -2.181 -9.220
H -4.106 -0.864 -10.365
H -3.662 0.598 -8.815
C -3.231 -5.750 -7.821
C -3.961 -6.935 -8.400
O -3.531 -8.136 -7.692
H -2.155 -5.792 -7.988
H -3.404 -5.644 -6.749
H -3.596 -4.850 -8.316
H -3.690 -7.081 -9.445
H -5.049 -6.953 -8.339
H -3.319 -8.811 -8.341
C -1.508 -0.179 -3.057
O -1.142 -1.045 -1.966
H -0.634 0.163 -3.611
H -2.189 -0.748 -3.690
H -2.056 0.692 -2.700
H -1.952 -1.158 -1.462